1.
Below is a structure of composition C32H28Cl4N3O6PRe, with properties calculated with ωB97M-V/def2-TZVPD.

The energy above the lowest of the compared OMol25 structures with the same formula, charge and spin is 3.0 kcal per mole. Its molar mass is 909.58 g/mol. The HOMO-LUMO gap (spin up / spin down) comes out at 7.23 / 5.67 eV. Its largest force on an atom is 0.65 eV/A. Its spin multiplicity is 2. Its energy is -111881.2695 eV. The expectation value of S² is 0.78. As for the total charge: +2.

Each line ends with the Löwdin charge.
Geometry (Å):
Re: -0.92240 -1.68384 0.71444  1.142
O: -2.21717 -4.24429 -1.38803  -0.224
Cl: -1.95115 -4.17157 -0.01264  0.747
O: -2.41492 -5.24767 0.75137  -0.196
O: -2.59140 -2.84402 0.51827  -0.515
O: -0.52316 -3.87249 0.24205  -0.404
Cl: -1.51920 -0.96673 -1.52737  0.786
C: -2.40354 0.57434 -1.39551  -0.538
C: -2.98371 1.06524 -2.54715  -0.076
C: -3.70227 2.24792 -2.44379  -0.036
C: -3.82618 2.89171 -1.21799  -0.035
C: -3.22859 2.36307 -0.08547  -0.050
C: -2.49165 1.18087 -0.16117  -0.355
P: -1.66112 0.44526 1.27801  0.941
C: -2.87083 0.56131 2.61354  -0.371
C: -2.83205 1.56195 3.58067  -0.073
C: -3.79544 1.59137 4.58021  -0.048
C: -4.79356 0.62851 4.61616  -0.048
C: -4.83991 -0.36800 3.64811  -0.055
C: -3.88139 -0.40410 2.64804  -0.109
C: -0.30472 1.58359 1.66193  -0.354
C: 0.08830 2.58270 0.77796  -0.077
C: 1.21429 3.35092 1.05309  -0.071
C: 1.94841 3.12256 2.20628  -0.062
C: 1.56048 2.12089 3.09063  -0.059
C: 0.44284 1.34914 2.81969  -0.103
H: -2.89400 0.53652 -3.48638  0.118
H: -4.18109 2.65894 -3.32220  0.123
H: -4.39934 3.80567 -1.14535  0.122
H: -3.33584 2.86303 0.86975  0.124
H: -2.05496 2.31509 3.56134  0.109
H: -3.76487 2.36892 5.33151  0.118
H: -5.54080 0.65531 5.39781  0.118
H: -5.62503 -1.11180 3.67042  0.117
H: -3.92946 -1.17651 1.88726  0.092
H: -0.47843 2.77585 -0.12432  0.102
H: 1.50529 4.13950 0.37118  0.108
H: 2.81626 3.73063 2.42516  0.115
H: 2.12695 1.94785 3.99627  0.116
H: 0.15098 0.56072 3.50378  0.092
N: -0.84868 -1.78283 3.81006  0.028
N: -0.58655 -2.55308 2.62584  -0.142
H: -0.64216 -2.34997 4.62743  0.107
H: -1.83836 -1.55319 3.82443  0.067
H: -1.00188 -3.48691 2.66472  0.119
H: 0.43476 -2.69771 2.55904  0.084
Cl: 1.57531 -2.56848 -3.68719  0.780
C: 1.50135 -0.94032 -4.26102  -0.595
C: 0.96808 -0.68019 -5.51093  -0.072
C: 0.80985 0.63459 -5.92612  -0.033
C: 1.15141 1.69181 -5.09696  -0.071
C: 1.69070 1.42472 -3.85103  -0.582
Cl: 2.12850 2.71462 -2.79115  0.763
C: 1.90530 0.11215 -3.43426  -0.296
N: 2.46490 -0.12362 -2.15045  0.148
C: 3.60639 -0.77111 -1.91507  -0.158
C: 4.44181 -1.17602 -3.00141  0.020
C: 5.59239 -1.86289 -2.75558  -0.013
C: 5.95892 -2.15864 -1.43337  0.029
C: 5.17337 -1.72824 -0.35667  0.020
C: 4.01042 -1.03025 -0.55551  -0.095
C: 3.21603 -0.53080 0.62502  -0.018
C: 1.98062 -1.37082 0.91744  -0.525
O: 2.01793 -2.35756 1.61155  0.092
O: 0.84151 -0.81786 0.48130  -0.287
H: 0.67106 -1.50526 -6.14310  0.121
H: 0.40566 0.83681 -6.90891  0.127
H: 1.01706 2.71719 -5.41150  0.121
H: 1.93726 0.23655 -1.35711  0.132
H: 4.15522 -0.91403 -4.00995  0.129
H: 6.22925 -2.16971 -3.57320  0.131
H: 6.87234 -2.70471 -1.23978  0.132
H: 5.49616 -1.94399 0.65316  0.137
H: 2.91809 0.51462 0.50639  0.129
H: 3.85034 -0.59321 1.50632  0.141


2.
Below is a cluster of 8 separate species, C43H85BClN4O11PS8 in total, with properties calculated with ωB97M-V/def2-TZVPD.

Its molar mass is 1167.95 g/mol. The HOMO-LUMO gap comes out at 7.16 eV. Its largest force on an atom is 1.90 eV/A. Its energy is -183615.9549 eV. As for the total charge: 0.

Each line ends with the Löwdin charge.
Geometry (Å):
C: 4.91879 -2.46160 -0.86377  0.087
C: 5.26897 -1.67482 -1.70597  -0.108
C: 5.54464 -0.60280 -2.72413  -0.159
C: 4.49747 0.49295 -2.46321  -0.164
C: 3.26723 0.38356 -3.18815  -0.562
Cl: 2.96471 -0.90137 -4.34240  0.694
C: 2.27322 1.32764 -2.95404  -0.415
C: 2.47962 2.39188 -2.03218  -0.179
C: 3.68085 2.49501 -1.32826  -0.039
C: 3.81353 3.66811 -0.36957  -0.144
O: 5.05352 4.35094 -0.60113  -0.196
C: 5.43438 5.11152 0.53053  -0.105
C: 4.70696 1.51701 -1.52866  -0.091
C: 5.98727 1.60062 -0.69150  -0.088
C: 5.53695 1.42748 0.80269  -0.174
C: 5.97132 0.07982 1.42781  -0.184
C: 4.95678 -0.37813 2.51272  -0.202
C: 4.55335 0.75440 3.51157  -0.239
C: 3.14758 1.34668 3.22406  -0.113
N: 1.45789 3.36446 -1.81239  -0.102
N: 1.31438 4.23118 -2.95778  -0.016
C: 0.73434 5.52082 -2.60308  -0.230
C: 1.77308 6.69898 -2.58045  -0.077
C: 0.22694 2.73789 -1.46780  -0.170
C: -0.46445 3.09169 -0.29165  -0.155
N: 0.16285 4.10110 0.52152  0.097
C: -1.70384 2.46545 0.05208  -0.185
N: -2.41157 2.77555 1.26628  -0.032
C: -2.75164 4.20525 1.46296  -0.200
C: -3.90751 4.28359 2.51202  -0.231
C: -5.09601 5.15427 2.01150  -0.102
C: -2.23931 1.46902 -0.80833  -0.231
P: -3.82835 0.55497 -0.47631  0.938
C: -3.14932 -1.12894 -0.02681  -0.239
O: -4.50520 1.07128 0.94888  -0.358
C: -1.55059 1.08204 -2.00728  -0.105
B: -2.07194 -0.03169 -3.03141  -0.722
O: -1.42793 -1.24078 -3.24889  0.094
O: -3.22627 0.20443 -3.75297  0.147
C: -0.33545 1.72531 -2.29517  -0.346
S: 0.65323 1.28910 -3.73954  1.034
H: 4.46138 -2.81239 0.04405  0.033
H: 5.39518 -1.06252 -3.70443  0.073
H: 6.57074 -0.23984 -2.64205  0.108
H: 3.82509 3.31525 0.67386  0.101
H: 2.97807 4.37172 -0.46107  0.120
H: 6.11869 4.56095 1.19530  0.081
H: 4.55293 5.42851 1.10859  0.088
H: 5.93577 6.01769 0.16451  0.088
H: 6.65328 0.75508 -0.89298  0.093
H: 6.51154 2.54103 -0.86795  0.112
H: 4.44452 1.45127 0.87591  0.085
H: 5.88969 2.25924 1.42727  0.101
H: 6.93677 0.18343 1.94851  0.112
H: 6.04500 -0.71341 0.67673  0.072
H: 5.38726 -1.18595 3.12610  0.100
H: 4.04046 -0.78850 2.06584  0.102
H: 4.55559 0.34437 4.53376  0.078
H: 5.30059 1.56049 3.51232  0.102
H: 3.19296 2.10706 2.44011  0.041
H: 2.43125 0.58721 2.87576  0.078
H: 2.72505 1.76451 4.15292  0.035
H: 2.19207 4.32196 -3.44819  0.116
H: 0.01584 5.77240 -3.40137  0.100
H: 0.15527 5.46727 -1.68073  0.089
H: 1.52428 7.46921 -3.32148  0.059
H: 1.74552 7.17196 -1.59196  0.061
H: 2.76875 6.30936 -2.82199  0.063
H: -0.38734 4.94663 0.53909  0.063
H: 0.36376 3.76640 1.45646  0.073
H: -1.79312 2.51953 2.03306  0.104
H: -3.00492 4.71330 0.52854  0.121
H: -1.88920 4.69735 1.93707  0.092
H: -3.54284 4.63772 3.48753  0.090
H: -4.25645 3.25386 2.67561  0.087
H: -4.69234 5.92059 1.33551  0.063
H: -5.77956 4.51276 1.44670  0.074
H: -5.59114 5.66327 2.84393  0.063
H: -2.96064 -1.72490 -0.92599  0.001
H: -2.20164 -0.96407 0.51087  0.040
H: -3.85826 -1.68369 0.59575  0.046
H: -3.80041 1.00763 1.61917  -0.023
H: -1.98959 -1.99658 -2.99614  0.031
H: -3.49055 1.12575 -3.66374  0.099
C: -3.24567 -3.33844 -5.45966  -0.251
S: -3.68142 -4.17400 -3.93484  0.862
O: -3.38257 -3.23082 -2.80962  -0.554
C: -2.34683 -5.37957 -3.99052  -0.253
H: -3.93790 -2.51300 -5.60687  0.058
H: -2.22663 -2.95344 -5.39522  0.064
H: -3.33774 -4.03759 -6.28908  0.039
H: -1.38480 -4.86594 -4.02194  0.051
H: -2.46536 -6.01183 -4.86980  0.058
H: -2.40211 -5.99638 -3.09552  0.031
C: 2.73716 6.20479 5.15372  -0.268
S: 2.63734 4.41924 4.94499  0.812
O: 2.14489 4.17762 3.56007  -0.560
C: 1.24093 4.17504 6.04593  -0.266
H: 3.53206 6.57728 4.51005  0.047
H: 1.78981 6.66231 4.86774  0.057
H: 2.97232 6.43554 6.19299  0.052
H: 0.39093 4.76809 5.70340  0.058
H: 1.52119 4.46476 7.05868  0.060
H: 0.98290 3.11859 6.03255  0.004
C: -3.92819 -10.72905 -1.80430  -0.273
S: -4.59052 -9.14050 -2.32923  0.803
O: -4.03200 -8.85003 -3.67810  -0.563
C: -3.66327 -8.15264 -1.14457  -0.274
H: -4.34943 -11.49949 -2.44696  0.049
H: -2.84216 -10.72570 -1.89989  0.058
H: -4.21801 -10.91849 -0.77059  0.053
H: -2.59407 -8.31836 -1.28293  0.059
H: -3.96122 -8.42515 -0.13211  0.054
H: -3.89757 -7.10400 -1.32132  0.043
C: -6.22953 -6.04416 -7.32537  -0.262
S: -5.66976 -4.63393 -8.29426  0.797
O: -5.76794 -3.43240 -7.42242  -0.550
C: -7.08016 -4.59889 -9.41009  -0.271
H: -5.50576 -6.22079 -6.53133  0.042
H: -7.20452 -5.82699 -6.88877  0.061
H: -6.28714 -6.92440 -7.96594  0.054
H: -7.99938 -4.47593 -8.83709  0.059
H: -7.11136 -5.52475 -9.98485  0.052
H: -6.95526 -3.75529 -10.08600  0.050
C: -2.13674 -1.09943 5.22392  -0.267
S: -3.02261 0.27861 4.48208  0.859
O: -2.54105 0.39358 3.07698  -0.543
C: -2.19788 1.56948 5.42524  -0.247
H: -2.47130 -2.01614 4.74215  0.062
H: -1.06544 -0.97512 5.06715  0.032
H: -2.36536 -1.14347 6.28867  0.052
H: -1.12036 1.51997 5.25840  0.054
H: -2.42459 1.44582 6.48463  0.060
H: -2.57665 2.53126 5.08274  0.043
C: 0.11481 -0.91942 7.67136  -0.263
S: 1.74919 -0.24171 7.34068  0.841
O: 1.56643 1.20763 7.04881  -0.562
C: 1.98545 -1.07087 5.76240  -0.243
H: -0.24558 -0.49483 8.60674  0.057
H: -0.56390 -0.65189 6.86282  -0.011
H: 0.18381 -2.00330 7.76687  0.064
H: 1.18417 -0.79583 5.07568  0.049
H: 1.99941 -2.14993 5.91824  0.062
H: 2.94033 -0.75081 5.35069  0.029
C: 1.83509 -4.53196 -1.88534  -0.258
S: 1.24997 -3.03252 -1.08029  0.809
O: 1.91939 -2.96018 0.25239  -0.570
C: -0.42622 -3.60705 -0.80010  -0.254
H: 2.89126 -4.39986 -2.11518  0.038
H: 1.70797 -5.38493 -1.21680  0.056
H: 1.27732 -4.68657 -2.80968  0.046
H: -0.41037 -4.51881 -0.19965  0.061
H: -0.91046 -3.79099 -1.75763  0.026
H: -0.96720 -2.82874 -0.26744  0.030


3.
Below is a structure of composition C33H41Cl4GeIN5O6PTi, with properties calculated with ωB97M-V/def2-TZVPD.

The energy above the lowest of the compared OMol25 structures with the same formula, charge and spin is 1.9 kcal per mole. Its molar mass is 1023.89 g/mol. The HOMO-LUMO gap (spin up / spin down) comes out at 7.22 / 7.24 eV. Its largest force on an atom is 0.67 eV/A. Its spin multiplicity is 2. Its energy is -201736.9764 eV. The expectation value of S² is 0.75. As for the total charge: +1.

Each line ends with the Löwdin charge.
Geometry (Å):
Ti: 1.40460 1.79647 1.95237  0.660
O: 1.73425 5.81998 3.33517  0.191
C: 1.69374 4.71233 2.64681  -0.451
O: 1.18979 3.67183 3.05048  -0.144
C: 2.33439 4.71699 1.29636  -0.159
C: 2.95958 5.76215 0.65506  0.050
C: 3.54591 5.49561 -0.58704  0.004
C: 3.50514 4.20894 -1.10403  0.053
C: 2.87383 3.21580 -0.36301  -0.129
N: 2.28600 3.48454 0.79150  0.064
C: 2.79589 1.73689 -0.71292  -0.563
O: 3.16319 1.31156 -1.78433  0.109
O: 2.30409 1.06908 0.27812  -0.227
H: 1.40576 5.63548 4.23395  0.124
H: 2.99588 6.74124 1.10858  0.132
H: 4.04259 6.28727 -1.12920  0.122
H: 3.96099 3.94420 -2.04694  0.133
Cl: 3.60463 1.97702 3.23168  0.119
Ge: 2.65972 1.46304 5.41811  0.327
Cl: 0.58693 0.94788 4.23501  0.014
Cl: 2.17474 3.57344 6.00407  -0.011
C: 3.54335 -1.46101 3.76279  -0.296
P: 2.48954 -1.05021 2.32082  0.866
C: 1.35121 -2.47982 2.39675  -0.259
C: 3.59444 -1.46122 0.94033  -0.375
C: 3.32314 -2.47576 0.03168  -0.087
C: 4.16953 -2.70058 -1.04624  -0.073
C: 5.29850 -1.91903 -1.21872  -0.073
C: 5.58356 -0.90815 -0.30911  -0.070
C: 4.73471 -0.67653 0.75628  -0.112
H: 4.41212 -0.80455 3.79237  0.021
H: 3.88733 -2.49296 3.69738  0.057
H: 2.97732 -1.33976 4.68738  0.003
H: 1.90073 -3.42066 2.43607  0.059
H: 0.66994 -2.50282 1.55156  0.006
H: 0.75754 -2.38753 3.30835  0.047
H: 2.45172 -3.10303 0.15556  0.074
H: 3.94652 -3.49419 -1.74761  0.104
H: 5.95702 -2.09425 -2.05841  0.107
H: 6.46542 -0.29522 -0.43881  0.109
H: 4.95371 0.12657 1.45007  0.077
C: 0.31172 -1.91646 -3.09971  -0.028
C: -0.72555 -2.87035 -2.49292  -0.503
C: -0.89194 -4.04639 -3.46709  -0.035
C: -0.17054 -3.41720 -1.17665  -0.036
C: -2.10312 -2.14872 -2.29456  -0.409
O: -2.64219 -1.80554 -3.57670  -0.008
C: -3.10388 -3.02847 -1.50663  -0.105
C: -4.59259 -2.72134 -1.74371  -0.123
C: -5.05556 -1.38268 -1.23820  -0.239
C: -5.41680 -0.37437 -2.12731  -0.037
C: -5.74272 0.89796 -1.67894  -0.098
C: -5.72776 1.14855 -0.31726  -0.666
Cl: -6.07918 2.76072 0.25240  0.685
C: -5.43059 0.14774 0.59545  -0.107
C: -5.08270 -1.10727 0.12602  -0.035
C: -1.96808 -0.71768 -1.72155  -0.024
N: -1.32797 -0.52145 -0.42598  -0.058
C: -0.31147 0.29461 -0.19178  -0.124
N: -0.07227 0.36877 1.11239  -0.028
C: -0.99945 -0.47572 1.64086  -0.222
N: -1.78434 -1.02697 0.74518  0.164
H: 1.18945 -2.48186 -3.41428  0.093
H: 0.66646 -1.17564 -2.38319  0.071
H: -0.08569 -1.40310 -3.97625  0.095
H: 0.06022 -4.56895 -3.55884  0.093
H: -1.15959 -3.71111 -4.46992  0.090
H: -1.62629 -4.77992 -3.13255  0.085
H: 0.71678 -4.01573 -1.38595  0.090
H: -0.88104 -4.05308 -0.64906  0.091
H: 0.13522 -2.61122 -0.51207  0.050
H: -2.84185 -2.61636 -4.05613  0.100
H: -2.87956 -2.96110 -0.44160  0.102
H: -2.94677 -4.07069 -1.78604  0.110
H: -5.17502 -3.50399 -1.25032  0.128
H: -4.81796 -2.79063 -2.80805  0.112
H: -5.40161 -0.57267 -3.19139  0.123
H: -6.00312 1.68333 -2.37414  0.108
H: -5.47456 0.34253 1.65845  0.110
H: -4.82077 -1.88026 0.83754  0.123
H: -2.95642 -0.27091 -1.66976  0.118
H: -1.38057 -0.13507 -2.42763  0.132
H: 0.23894 0.79668 -0.96879  0.145
H: -1.09514 -0.66541 2.69562  0.090
N: -1.83682 3.20401 -0.56026  0.209
C: -1.60384 2.99736 0.74666  -0.581
O: -0.45815 2.98063 1.19334  -0.072
C: -2.88007 2.81650 1.52543  -0.616
I: -2.70211 2.52535 3.59513  0.925
H: -1.06267 3.36602 -1.18426  0.129
H: -2.77667 3.23736 -0.92465  0.120
H: -3.39206 1.94848 1.11246  0.018
H: -3.52071 3.68069 1.36886  0.038